The following is a quantum chemistry calculation of the molecule C3HCl3 in a non-equilibrium geometry, from the Open Molecules 2025 dataset.

Bonds (Å) are listed after each position.
Atoms and positions in Å:
1 Cl -1.41951 1.66931 -0.56479  C6 1.808
2 Cl -1.73000 -1.25982 -0.74439  C6 1.779
3 Cl -1.25351 0.01568 1.77851  C6 1.770
4 C 0.60823 -0.00927 -0.07079  C5 1.203, C6 1.471
5 C 1.80239 -0.08255 -0.19630  C4 1.203, H7 1.095
6 C -0.85567 0.06778 0.05509  Cl1 1.808, Cl2 1.779, Cl3 1.770, C4 1.471
7 H 2.84806 -0.40113 -0.25732  C5 1.095

The calculation puts the lowest unoccupied orbital energy at 0.586 eV. Its gap between HOMO and LUMO is 11.5 eV. The total energy comes out at -1495.40396 a.u. As for the SMILES: C#CC(Cl)(Cl)Cl.

The following is a quantum chemistry calculation of a cluster of 5 separate species, CH11NO5 in total in a non-equilibrium geometry, from the Open Molecules 2025 dataset.

Bonds (Å) are listed after each position.
Atoms and positions in Å:
1 O -2.92765 -0.48356 -1.12699  H10 0.967, H11 0.957
2 O 2.40093 -0.22186 -0.02061  H8 0.961, H15 0.959
3 O 1.25976 -4.18821 0.99587  H16 0.948, H17 0.965
4 O -0.82685 -1.74836 1.25919  H12 0.949, H13 0.955
5 O -1.06531 2.45304 0.00193  C7 1.200
6 N 1.09984 2.53738 -0.73705  C7 1.355, H14 0.997, H18 0.997
7 C -0.10388 3.05489 -0.39115  O5 1.200, N6 1.355, H9 1.107
8 H 3.34406 -0.40378 -0.06039  O2 0.961
9 H -0.12440 4.14592 -0.58009  C7 1.107
10 H -2.80011 0.38773 -1.52749  O1 0.967
11 H -3.88332 -0.49994 -1.08661  O1 0.957
12 H -0.70410 -1.16122 1.99399  O4 0.949
13 H -1.45445 -1.36891 0.64678  O4 0.955
14 H 1.91337 3.09997 -0.86024  N6 0.997
15 H 2.05111 -0.44845 -0.88376  O2 0.959
16 H 0.54392 -3.69370 0.62062  O3 0.948
17 H 1.99162 -3.97167 0.40493  O3 0.965
18 H 1.29354 1.58651 -0.50808  N6 0.997

The calculation puts the lowest unoccupied orbital energy at 0.390 eV. Its gap between HOMO and LUMO is 10.6 eV. The total energy comes out at -475.65732 a.u. As for the SMILES: NC=O.O.O.O.O.

The following is a quantum chemistry calculation of a cluster of 2 separate species, C9H14 in total in a non-equilibrium geometry, from the Open Molecules 2025 dataset.

Bonds (Å) are listed after each position.
Atoms and positions in Å:
1 C -0.95158 -1.46448 2.09429  C2 1.588, H10 1.146, H22 1.131, H23 1.033
2 C -2.26758 -0.61615 2.36119  C1 1.588, H13 1.191, H15 1.114, H19 1.105
3 C 1.37481 -0.00366 -0.83717  C5 1.509, C7 1.452, C8 1.382
4 C -1.23247 1.01904 -0.60984  C6 1.395, C9 1.384, H18 1.096
5 C 2.78354 -0.48687 -1.07718  C3 1.509, H11 1.108, H16 1.211, H17 1.086
6 C -0.30047 1.25832 0.39996  C4 1.395, C7 1.362, H20 1.095
7 C 0.99263 0.85043 0.27372  C3 1.452, C6 1.362, H12 1.059
8 C 0.56257 -0.17965 -1.94161  C3 1.382, C9 1.432, H21 0.994
9 C -0.74464 0.36560 -1.72869  C4 1.384, C8 1.432, H14 1.075
10 H -1.06670 -2.49864 1.61318  C1 1.146
11 H 2.91241 -1.39941 -1.69291  C5 1.108
12 H 1.56704 0.90002 1.16192  C7 1.059
13 H -1.82201 0.35918 2.87936  C2 1.191
14 H -1.38244 0.44462 -2.58989  C9 1.075
15 H -2.99975 -1.17418 2.98904  C2 1.114
16 H 3.08813 -0.89112 0.02296  C5 1.211
17 H 3.53592 0.21083 -1.43179  C5 1.086
18 H -2.19529 1.53475 -0.69476  C4 1.096
19 H -2.70765 -0.26706 1.40945  C2 1.105
20 H -0.65213 1.69962 1.33895  C6 1.095
21 H 0.88752 -0.61307 -2.77533  C8 0.994
22 H -0.21515 -1.01400 1.36333  C1 1.131
23 H -0.25084 -1.74701 2.79840  C1 1.033

Its spin multiplicity is 2. The calculation puts the lowest unoccupied orbital energy (alpha / beta) at -4.402 / -8.485 eV. The net charge is +1. Its gap between HOMO and LUMO (alpha / beta) is 10.3 / 6.2 eV. The total energy comes out at -350.93085 a.u.

It is found that the energy above the lowest of the compared OMol25 structures with the same formula, charge and spin values, taken in the order of the records, are 11.6; 80.7; 205.2 kJ/mol.